28
Properties=species:S:1:pos:R:3:forces:R:3:lowdin_charge:R:1 method="wB97M-V/def2-TZVPD" e_above_lowest_kj_mol=72.57 largest_force_ha_per_bohr=0.08149 total_energy_ev=-18916.66973
C -3.39082 -1.97706 0.09217 3.374 2.485 0.036 -0.0739
C 3.93837 -0.64311 -0.21576 -1.593 0.245 1.186 -0.0847
C -3.34908 -0.88840 -0.76613 -0.488 1.537 -1.922 -0.0598
C -2.24599 -2.09965 0.90173 0.714 -2.171 1.842 -0.0899
C 3.69317 0.57827 0.37944 -0.508 0.118 -0.619 -0.0839
C 2.86133 -1.45698 -0.57702 0.953 0.310 -1.004 -0.0844
C -2.24132 0.02097 -0.80547 -1.216 -0.531 0.036 -0.0548
C -1.24455 -1.18127 0.92569 1.048 1.838 -0.893 -0.0647
C 2.39225 1.05455 0.44630 0.616 0.677 0.323 -0.0724
C 1.58546 -0.98462 -0.62948 -0.507 2.815 1.860 -0.0123
C -1.19917 -0.06550 0.06392 -0.215 -0.516 0.725 -0.2281
C 1.34235 0.31908 -0.06241 -1.481 0.661 -0.014 -0.1492
C -1.45513 2.88973 -0.00617 1.812 1.134 -0.596 -0.1440
C -0.06705 0.89359 0.05508 1.089 -1.328 -0.557 -0.1574
N -0.30972 2.21480 -0.05168 1.200 0.881 -0.369 0.0821
F -1.25490 4.27342 0.03640 -0.404 -1.377 0.139 -0.0370
H -4.11372 -2.68064 0.18978 -2.314 -1.742 -0.168 0.0647
H 4.84241 -1.15642 -0.22702 1.853 -0.159 -0.014 0.0789
H -4.14370 -0.62547 -1.54598 0.901 -0.835 1.382 0.1235
H -1.99149 -2.98742 1.60080 -1.243 1.306 -1.256 0.1364
H 4.38771 1.27113 0.78914 1.139 -0.084 0.127 0.0929
H 3.22652 -2.38947 -0.94790 -0.688 -0.849 -0.273 0.0976
H -2.12541 0.84770 -1.47295 -0.910 0.272 -0.808 0.1024
H -0.35166 -1.17787 1.50055 0.377 -1.032 1.084 0.1083
H 2.30951 2.03685 0.95441 -0.533 -0.728 -0.378 0.1174
H 0.65678 -1.40673 -0.87623 -0.501 -1.520 -0.816 0.0915
H -2.24637 2.43657 0.50151 -1.479 0.042 0.616 0.1020
H 0.49424 2.88398 -0.25273 -0.992 -1.447 0.329 0.1988